Record 1
C26H21AuN6OS as an isolated structure, computed with wB97M-V/def2-TZVPD.

Structure (XYZ):
```
56
Properties=species:S:1:pos:R:3:lowdin_charge:R:1
Au -0.801 0.033 1.365 1.4222
C -4.233 -2.393 0.947 0.0226
C -3.232 -1.336 1.250 -0.2014
N -2.023 -1.365 0.786 -0.1107
N -1.517 -2.323 -0.018 0.1235
C -0.229 -2.133 -0.223 -0.3621
O 0.424 -1.105 0.288 -0.1691
C 0.522 -3.055 -1.069 -0.1587
C 1.871 -2.810 -1.329 -0.0092
C 2.576 -3.675 -2.147 -0.0486
C 1.937 -4.778 -2.701 -0.0395
C 0.595 -5.024 -2.439 -0.0462
C -0.117 -4.165 -1.624 -0.0092
C -3.520 -0.166 2.094 -0.1818
C -4.753 0.120 2.634 0.0444
C -4.913 1.280 3.384 0.0203
C -3.839 2.135 3.568 0.0051
C -2.620 1.805 3.003 -0.0645
N -2.471 0.677 2.300 -0.0481
H -3.775 -3.196 0.380 0.0865
H -5.054 -1.969 0.364 0.1145
H -4.645 -2.793 1.876 0.1101
H 2.356 -1.950 -0.889 0.1148
H 3.622 -3.495 -2.351 0.1149
H 2.490 -5.452 -3.342 0.1187
H 0.107 -5.887 -2.869 0.1173
H -1.162 -4.348 -1.414 0.1140
H -5.584 -0.550 2.461 0.1356
H -5.878 1.516 3.813 0.1375
H -3.932 3.049 4.137 0.1326
H -1.752 2.441 3.099 0.1220
N 2.334 2.165 -0.966 0.1366
C 2.231 2.122 -2.391 -0.2254
C 3.331 2.463 -3.150 -0.0100
C 3.263 2.409 -4.539 -0.0537
C 2.092 2.012 -5.157 -0.0569
C 0.984 1.675 -4.386 -0.0869
C 1.053 1.730 -3.007 -0.4462
S -0.399 1.327 -2.065 0.9961
N 0.132 1.527 -0.470 -0.3345
C 1.311 1.863 -0.134 -0.3810
C 1.567 1.905 1.340 -0.1505
C 2.650 2.556 1.900 0.0322
C 2.819 2.570 3.276 0.0107
C 1.890 1.935 4.081 -0.0075
C 0.829 1.301 3.474 -0.1006
N 0.671 1.285 2.139 -0.0458
H 3.234 2.406 -0.591 0.1309
H 4.247 2.778 -2.662 0.1219
H 4.129 2.678 -5.128 0.1178
H 2.031 1.967 -6.235 0.1179
H 0.060 1.372 -4.866 0.1149
H 3.358 3.084 1.278 0.1267
H 3.669 3.077 3.711 0.1358
H 1.981 1.923 5.157 0.1307
H 0.083 0.778 4.059 0.1194
```

Summary:
DFT total energy	-1940.47491	hartree
HOMO level	-12.480	eV
Kohn-Sham gap	0.1920	Ha
max |F|	0.633	eV Å⁻¹
total charge	+2
spin multiplicity	1

Record 2
C17H24N3O2OsP as an isolated structure at a distorted geometry, computed with wB97M-V/def2-TZVPD.

Structure (XYZ):
```
48
Properties=species:S:1:pos:R:3:lowdin_spin:R:1
N 0.668 1.791 -0.213 0.0505
C 0.711 2.934 0.042 0.0408
C 0.876 4.346 0.054 0.0073
H -0.107 4.828 -0.016 0.0019
H 1.498 4.660 -0.793 0.0018
H 1.357 4.653 0.991 0.0016
N 2.368 -1.078 -0.478 0.0902
C 3.240 -1.838 -0.566 0.0923
C 4.347 -2.743 -0.670 0.0170
H 5.045 -2.361 -1.429 0.0030
H 3.971 -3.735 -0.966 0.0012
H 4.858 -2.819 0.303 0.0083
N -1.119 -1.907 -0.341 0.1658
C -2.234 -2.124 -0.074 0.0807
C -3.575 -2.611 0.067 0.0141
H -3.612 -3.417 0.809 0.0015
H -3.919 -3.008 -0.894 0.0051
H -4.256 -1.809 0.377 0.0036
Os 0.714 -0.200 0.492 1.1801
C 0.705 -1.855 1.454 0.0539
O 0.686 -2.832 2.075 0.0364
C 1.982 0.472 1.677 0.0785
O 2.734 0.889 2.480 0.0563
C 1.140 0.994 -2.703 0.2856
C -0.255 1.061 -2.593 0.2666
C -1.009 -0.106 -2.594 0.3182
C -0.363 -1.344 -2.711 0.3377
C 1.016 -1.414 -2.821 0.3480
C 1.771 -0.236 -2.827 0.2824
H 1.741 1.913 -2.766 0.0042
H -0.764 2.034 -2.586 0.0035
H -2.105 -0.055 -2.617 0.0049
H -0.949 -2.266 -2.818 0.0031
H 1.506 -2.386 -2.988 0.0056
H 2.855 -0.274 -2.997 0.0032
C -0.695 2.035 2.913 -0.0019
P -1.011 0.616 1.811 0.0690
C -1.838 -0.570 2.921 0.0006
C -2.313 1.213 0.686 0.0636
H 0.060 1.779 3.665 0.0002
H -1.614 2.321 3.440 -0.0008
H -0.348 2.890 2.324 0.0002
H -2.697 -0.093 3.409 0.0000
H -2.182 -1.441 2.356 0.0004
H -1.158 -0.913 3.707 -0.0001
H -3.218 1.402 1.274 0.0094
H -1.993 2.144 0.212 0.0008
H -2.515 0.461 -0.080 0.0035
```

Summary:
DFT total energy	-1407.10949	hartree
HOMO level (alpha / beta)	-19.063 / -22.760	eV
Kohn-Sham gap (alpha / beta)	0.1812 / 0.1625	Ha
max |F|	9.463	eV Å⁻¹
total charge	+4
spin multiplicity	5

Record 3
C2H3N2PS as an isolated structure at a distorted geometry, computed with wB97M-V/def2-TZVPD.

Structure (XYZ):
```
9
Properties=species:S:1:pos:R:3:lowdin_charge:R:1
C 1.627 0.796 -0.058 -0.4399
C -0.319 -0.300 0.110 -0.5215
N 0.335 0.817 0.079 -0.0932
N 0.927 -1.685 -0.122 -0.4027
P -2.100 -0.699 -0.230 0.8053
S 2.206 -0.872 -0.087 0.8662
H 2.276 1.627 0.113 0.0524
H -2.207 0.592 -0.713 -0.1230
H -2.745 -0.277 0.907 -0.1435
```

Summary:
DFT total energy	-926.93541	hartree
HOMO level (alpha / beta)	-8.740 / -8.740	eV
Kohn-Sham gap (alpha / beta)	0.3110 / 0.3109	Ha
max |F|	4.944	eV Å⁻¹
spin multiplicity	1

Record 4
C36H27BrIrN3O5PS as an isolated structure at a distorted geometry, computed with wB97M-V/def2-TZVPD.

Structure (XYZ):
```
75
Properties=species:S:1:pos:R:3:lowdin_spin:R:1
Ir -0.106 1.072 0.595 0.5230
C 3.918 -1.060 4.220 -0.0059
C 2.679 -1.467 4.711 0.0009
C 1.518 -0.955 4.171 -0.0051
C 1.602 -0.039 3.122 -0.0019
C 2.833 0.388 2.635 -0.0044
C 3.991 -0.131 3.193 0.0006
N 0.392 0.492 2.567 -0.0069
N -0.581 0.466 3.357 0.0479
C -1.827 0.862 2.838 -0.0005
C -2.889 0.967 3.709 0.0111
C -4.112 1.399 3.205 0.0122
C -4.217 1.702 1.858 0.0039
C -3.107 1.559 1.037 0.0164
N -1.935 1.137 1.517 0.0049
H 4.825 -1.460 4.651 -0.0003
H 2.624 -2.183 5.519 0.0001
H 0.553 -1.273 4.537 -0.0003
H 2.885 1.144 1.871 -0.0002
H 4.952 0.212 2.835 0.0001
H -2.741 0.727 4.752 0.0003
H -4.965 1.502 3.861 0.0004
H -5.146 2.051 1.432 -0.0001
H -3.149 1.765 -0.023 0.0007
O 3.536 2.186 -1.360 -0.0008
S 2.430 1.302 -1.289 0.0003
O 1.411 1.238 -2.282 0.0007
O 1.758 1.512 0.113 0.0012
C 3.011 -0.335 -0.991 0.0009
C 4.356 -0.627 -1.096 -0.0002
C 4.776 -1.945 -0.948 0.0004
C 3.852 -2.953 -0.727 0.0002
C 2.503 -2.653 -0.588 0.0007
C 2.074 -1.328 -0.677 0.0026
P 0.328 -0.958 -0.445 0.0450
C -0.360 -1.994 0.873 0.0402
C 0.434 -2.680 1.796 0.0252
C -0.157 -3.460 2.778 0.0021
C -1.538 -3.542 2.875 0.0389
C -2.339 -2.831 1.987 -0.0013
C -1.757 -2.066 0.995 0.0281
C -0.505 -1.268 -2.001 0.0002
C 0.313 -1.700 -3.052 0.0021
C -0.251 -2.069 -4.264 -0.0001
C -1.620 -1.987 -4.446 0.0022
C -2.434 -1.521 -3.418 0.0008
C -1.885 -1.151 -2.207 0.0005
H 5.052 0.168 -1.325 0.0000
H 5.827 -2.186 -1.040 0.0000
H 4.176 -3.983 -0.667 0.0001
H 1.795 -3.454 -0.429 0.0000
H 1.511 -2.595 1.773 0.0008
H 0.470 -4.003 3.472 -0.0004
H -1.991 -4.159 3.639 0.0019
H -3.416 -2.889 2.059 -0.0007
H -2.398 -1.536 0.308 0.0010
H 1.385 -1.746 -2.938 0.0001
H 0.388 -2.411 -5.066 0.0000
H -2.058 -2.271 -5.393 0.0001
H -3.502 -1.436 -3.567 0.0000
H -2.537 -0.752 -1.447 0.0002
Br -2.410 6.014 -6.026 -0.0003
C -1.943 4.973 -4.540 -0.0011
C -1.948 3.585 -4.655 0.0004
C -1.608 2.818 -3.561 0.0005
C -1.261 3.443 -2.361 0.0029
C -1.243 4.838 -2.258 0.0009
C -1.593 5.605 -3.350 0.0003
C -0.880 2.640 -1.227 0.0104
O -0.281 3.074 -0.192 0.1750
O -1.133 1.365 -1.156 0.0201
H -2.207 3.123 -5.597 0.0001
H -1.586 1.738 -3.633 0.0001
H -0.953 5.308 -1.328 0.0009
H -1.592 6.684 -3.291 0.0000
```

Summary:
DFT total energy	-5345.87441	hartree
HOMO level (alpha / beta)	-13.533 / -13.525	eV
Kohn-Sham gap (alpha / beta)	0.2191 / 0.1635	Ha
max |F|	1.827	eV Å⁻¹
total charge	+2
spin multiplicity	2

Record 5
A 2-piece molecular cluster, CH7NO overall at a distorted geometry, computed with wB97M-V/def2-TZVPD.

Structure (XYZ):
```
10
Properties=species:S:1:pos:R:3:lowdin_charge:R:1
C 1.441 -0.458 0.507 -0.1975
O 0.290 -0.266 1.325 -0.1710
H 1.765 0.417 -0.076 0.0682
H 1.338 -1.272 -0.213 0.0691
H 2.275 -0.636 1.156 0.0602
H -0.399 0.097 0.687 0.0085
N -1.534 0.334 -0.645 0.0277
H -2.318 0.687 -0.180 0.0108
H -0.983 1.155 -1.041 0.0815
H -1.875 -0.059 -1.522 0.0425
```

Summary:
DFT total energy	-172.26551	hartree
HOMO level	-9.558	eV
Kohn-Sham gap	0.3798	Ha
max |F|	3.512	eV Å⁻¹
spin multiplicity	1
SMILES string	CO.N

Record 6
A 7-piece molecular cluster, C6H27N2O6 overall at a distorted geometry, computed with wB97M-V/def2-TZVPD.

Structure (XYZ):
```
41
Properties=species:S:1:pos:R:3:lowdin_charge:R:1
C -1.303 -0.928 1.316 -0.2039
N -0.274 -1.709 0.505 -0.1386
C 0.302 -2.869 1.284 -0.0946
C -2.039 -0.044 0.350 -0.2705
N -1.013 0.842 -0.372 0.0918
C -1.242 2.327 0.169 -0.0688
C -2.109 2.195 1.449 -0.1462
C -2.988 0.938 1.134 -0.1129
H -0.715 -0.382 2.177 0.1541
H -1.902 -1.646 1.875 0.1181
H -0.563 -2.104 -0.438 0.1227
H 0.633 -2.207 2.147 0.1001
H -0.422 -3.642 1.548 0.0802
H 1.063 -3.286 0.715 0.0199
H -2.775 -0.708 -0.181 0.1702
H -1.086 0.645 -1.373 0.1195
H 0.050 0.496 -0.003 0.2068
H -0.165 2.677 0.464 0.1358
H -1.498 2.889 -0.706 0.1093
H -2.642 3.207 1.556 0.1499
H -1.515 2.083 2.273 0.0655
H -3.377 0.487 2.031 0.1134
H -3.769 1.368 0.451 0.1317
H 1.966 3.814 -1.479 -0.0051
H 1.974 2.405 -1.132 -0.0546
O 2.007 3.253 -0.773 0.0009
H 2.029 -0.149 -1.861 0.0424
H 2.444 0.389 -0.518 0.0805
O 1.772 0.583 -1.239 -0.1103
H -1.580 -0.625 -4.234 -0.0106
H -1.603 0.751 -3.608 0.0357
O -1.487 -0.160 -3.488 0.0401
H 3.372 -2.833 1.438 0.0216
H 3.610 -2.457 0.169 -0.0858
O 3.086 -2.929 0.590 0.0920
H 3.383 1.179 2.267 -0.0046
H 2.092 0.737 2.478 0.0334
O 2.900 0.442 2.069 0.0023
H 0.419 -1.476 -3.315 0.0325
H 1.862 -2.050 -3.116 0.1471
O 1.103 -1.500 -2.616 -0.1109
```

Summary:
DFT total energy	-805.40404	hartree
HOMO level	-11.853	eV
Kohn-Sham gap	0.3366	Ha
max |F|	12.149	eV Å⁻¹
total charge	+1
spin multiplicity	1